{
  "formula": "C44H87O18P",
  "method": "the ωB97M-V functional and the def2-TZVPD basis",
  "symbols": ["C", "O", "C", "C", "C", "C", "C", "C", "C", "C", "C", "C", "C", "P", "O", "O", "O", "O", "C", "C", "O", "C", "C", "C", "C", "C", "C", "H", "H", "H", "H", "H", "H", "H", "H", "H", "H", "H", "H", "H", "H", "H", "H", "H", "H", "H", "H", "H", "H", "H", "H", "H", "H", "H", "C", "O", "C", "C", "O", "C", "H", "H", "H", "H", "H", "H", "H", "H", "H", "H", "C", "O", "C", "C", "O", "C", "H", "H", "H", "H", "H", "H", "H", "H", "H", "H", "C", "O", "C", "C", "O", "C", "H", "H", "H", "H", "H", "H", "H", "H", "H", "H", "C", "O", "C", "C", "O", "C", "H", "H", "H", "H", "H", "H", "H", "H", "H", "H", "C", "O", "C", "C", "O", "C", "H", "H", "H", "H", "H", "H", "H", "H", "H", "H", "C", "O", "C", "C", "O", "C", "H", "H", "H", "H", "H", "H", "H", "H", "H", "H"],
  "coordinates": [[4.710, -0.305, -0.203], [5.084, 0.621, -1.282], [4.079, 0.673, -2.355], [3.156, 2.064, -2.292], [3.921, 3.134, -1.269], [3.252, 4.636, -1.274], [3.986, 5.916, -2.060], [3.207, 7.383, -2.051], [1.737, 7.628, -1.293], [1.039, 6.369, -0.505], [-0.418, 6.417, 0.281], [1.816, 4.921, -0.520], [3.134, 2.648, -3.859], [1.832, 1.734, -4.963], [1.654, 0.205, -4.604], [0.346, 2.680, -4.797], [2.354, 2.005, -6.639], [1.750, 1.814, -1.938], [1.612, 0.996, -0.724], [0.065, 1.007, -0.092], [-0.610, 2.296, -0.307], [-1.664, 2.216, -1.330], [-1.673, 1.255, -2.658], [-2.927, 1.321, -3.723], [-4.200, 2.342, -3.476], [-4.231, 3.361, -2.159], [-2.959, 3.252, -1.126], [4.426, 0.327, 0.741], [5.627, -1.003, 0.077], [3.814, -1.018, -0.443], [4.693, 0.736, -3.377], [3.401, -0.276, -2.450], [3.969, 2.744, -0.156], [5.056, 3.267, -1.611], [5.019, 5.781, -2.634], [3.699, 8.280, -2.629], [1.185, 8.662, -1.319], [-0.365, 5.915, 1.347], [-1.145, 5.719, -0.358], [-0.899, 7.483, 0.270], [1.320, 4.018, 0.043], [2.810, 3.796, -3.897], [4.227, 2.635, -4.341], [0.680, 3.588, -4.503], [2.970, 2.815, -6.561], [1.851, -0.161, -0.896], [2.326, 1.336, 0.147], [0.230, 0.916, 1.087], [-0.554, 0.062, -0.399], [-0.744, 0.522, -2.788], [-2.910, 0.602, -4.657], [-5.127, 2.397, -4.197], [-5.089, 4.124, -1.930], [-2.963, 3.983, -0.192], [-3.766, -5.160, 0.364], [-2.503, -4.646, -0.041], [-2.527, -4.138, -1.377], [-2.584, -2.610, -1.390], [-3.838, -2.132, -0.890], [-3.740, -1.652, 0.445], [-3.731, -5.355, 1.439], [-4.575, -4.450, 0.166], [-3.967, -6.105, -0.156], [-3.362, -4.568, -1.946], [-1.596, -4.459, -1.857], [-2.502, -2.262, -2.425], [-1.747, -2.179, -0.824], [-3.202, -0.699, 0.456], [-3.234, -2.369, 1.097], [-4.750, -1.485, 0.825], [-2.267, 0.459, 3.573], [-1.797, 1.800, 3.500], [-2.295, 2.486, 2.348], [-3.431, 3.441, 2.718], [-4.597, 2.723, 3.137], [-4.757, 2.731, 4.550], [-2.008, 0.057, 4.558], [-3.352, 0.403, 3.449], [-1.774, -0.150, 2.807], [-2.614, 1.775, 1.575], [-1.462, 3.070, 1.941], [-3.714, 4.013, 1.829], [-3.111, 4.154, 3.489], [-5.067, 3.727, 4.881], [-3.836, 2.442, 5.063], [-5.542, 2.018, 4.810], [-0.080, -6.687, 1.629], [-0.843, -7.784, 2.117], [-1.737, -8.305, 1.129], [-1.200, -9.602, 0.524], [-0.028, -9.362, -0.263], [1.164, -9.736, 0.416], [0.704, -6.461, 2.358], [0.393, -6.917, 0.670], [-0.723, -5.805, 1.524], [-1.937, -7.559, 0.349], [-2.683, -8.518, 1.638], [-1.957, -10.015, -0.152], [-1.003, -10.350, 1.304], [1.236, -10.827, 0.463], [1.201, -9.319, 1.426], [2.016, -9.356, -0.152], [8.155, 2.044, -1.902], [9.244, 2.266, -1.013], [10.388, 2.805, -1.683], [10.529, 4.305, -1.423], [9.472, 5.042, -2.047], [8.476, 5.450, -1.117], [7.266, 1.816, -1.306], [7.945, 2.926, -2.515], [8.372, 1.186, -2.548], [10.348, 2.594, -2.759], [11.265, 2.292, -1.274], [11.465, 4.654, -1.870], [10.571, 4.516, -0.345], [8.866, 6.253, -0.486], [8.142, 4.618, -0.491], [7.620, 5.833, -1.677], [4.525, -6.333, -1.739], [3.930, -6.636, -2.996], [2.528, -6.899, -2.882], [1.699, -5.702, -3.351], [1.844, -4.589, -2.462], [2.716, -3.593, -2.981], [5.538, -5.962, -1.919], [3.964, -5.563, -1.201], [4.588, -7.241, -1.129], [2.264, -7.183, -1.856], [2.311, -7.754, -3.532], [0.640, -5.981, -3.340], [1.961, -5.419, -4.380], [2.224, -3.065, -3.804], [3.659, -4.023, -3.329], [2.930, -2.876, -2.186], [-8.548, 0.796, 5.441], [-8.229, 1.417, 6.682], [-8.558, 2.809, 6.691], [-9.847, 3.070, 7.471], [-10.984, 2.523, 6.794], [-11.428, 1.306, 7.381], [-8.451, -0.287, 5.563], [-9.572, 1.020, 5.127], [-7.842, 1.125, 4.669], [-8.629, 3.202, 5.669], [-7.732, 3.327, 7.191], [-10.007, 4.151, 7.535], [-9.775, 2.679, 8.495], [-11.911, 1.514, 8.340], [-10.604, 0.603, 7.527], [-12.163, 0.851, 6.713]],
  "forces_ev_per_angstrom": [[0.331, -0.500, 1.161], [-2.222, -1.782, -0.211], [0.283, 0.596, -1.429], [0.968, -0.179, -0.681], [0.192, 1.291, -0.141], [-1.848, 3.505, -0.103], [-4.084, 0.632, 1.909], [-1.522, -2.944, 1.543], [1.743, -4.240, 0.273], [3.329, -0.613, -1.610], [0.164, -0.841, -1.360], [1.790, 2.349, -1.729], [0.052, 1.327, 0.160], [-1.150, -2.564, 0.079], [0.471, 5.409, -1.573], [4.136, -0.373, 0.049], [0.334, 1.331, 3.872], [1.555, -0.750, 1.479], [-0.570, -0.989, 1.076], [1.343, -0.277, 0.974], [-2.006, -2.117, -2.530], [-3.409, 0.712, -2.635], [-2.229, 2.250, 1.234], [-0.358, 2.416, 3.405], [2.806, 0.220, 2.712], [4.389, -3.458, -0.543], [-0.266, -1.397, -2.400], [0.508, -1.222, -1.616], [-1.785, 1.640, -0.699], [1.662, 1.462, 0.150], [-1.255, -0.170, 2.312], [1.266, 1.800, 0.404], [-0.261, 0.661, -2.406], [-2.530, -0.433, 0.624], [-2.508, 0.352, 1.429], [-1.103, -1.996, 1.338], [1.371, -2.226, -0.007], [0.100, 1.342, -2.127], [1.541, 1.490, 1.319], [1.174, -2.029, 0.255], [0.989, 1.961, -1.282], [0.669, -2.325, 0.395], [-2.462, -0.263, 1.068], [-0.903, -1.584, -0.468], [-1.349, -1.719, -0.413], [-0.453, 2.492, 0.033], [-1.283, -0.333, -1.885], [-0.427, 0.268, -2.484], [0.993, 2.075, 0.178], [-2.319, 1.776, -0.021], [-0.040, 1.728, 2.183], [2.240, -0.312, 1.450], [1.854, -1.765, -0.601], [0.157, -1.810, -2.195], [0.157, 0.005, 0.108], [-0.434, 0.050, -0.189], [0.433, 0.244, 0.297], [-0.595, -0.200, -0.209], [0.462, -0.170, 0.283], [-0.143, -0.002, -0.198], [0.121, 0.020, -0.149], [0.057, -0.047, -0.044], [-0.128, 0.042, 0.010], [0.029, 0.154, 0.123], [-0.014, 0.054, -0.004], [0.044, -0.019, 0.024], [-0.103, -0.152, 0.003], [0.058, 0.065, 0.090], [0.036, -0.001, -0.010], [0.063, 0.000, -0.140], [0.141, 0.117, 0.139], [-0.340, -0.219, -0.190], [0.099, 0.398, 0.467], [-0.207, -0.520, -0.235], [0.396, 0.156, 0.241], [-0.110, -0.043, -0.164], [0.041, 0.146, -0.137], [0.054, 0.010, -0.057], [-0.109, -0.080, -0.015], [-0.054, 0.124, 0.108], [-0.104, -0.037, -0.030], [0.021, -0.007, 0.048], [0.015, -0.181, -0.057], [0.043, 0.023, 0.129], [-0.011, 0.038, -0.014], [0.046, 0.054, -0.106], [-0.032, 0.143, 0.191], [-0.018, -0.032, -0.463], [0.231, -0.301, 0.404], [0.016, 0.430, -0.357], [-0.026, -0.073, 0.464], [-0.083, 0.042, -0.163], [-0.156, -0.137, -0.012], [-0.071, 0.023, 0.011], [0.124, -0.033, -0.152], [0.141, -0.116, 0.046], [0.005, -0.033, -0.048], [-0.013, 0.012, 0.040], [0.011, 0.196, -0.053], [0.073, -0.024, 0.103], [-0.029, -0.027, -0.017], [-0.135, -0.014, -0.042], [-0.070, -0.099, 0.284], [0.038, 0.253, -0.494], [-0.085, 0.103, 0.583], [-0.153, -0.094, -0.541], [0.009, -0.232, 0.423], [0.074, 0.029, -0.166], [0.217, -0.033, -0.039], [0.079, -0.006, -0.030], [-0.084, 0.066, -0.072], [-0.055, 0.131, 0.124], [0.001, 0.057, -0.031], [-0.003, -0.040, 0.029], [-0.085, -0.119, -0.150], [-0.080, -0.013, 0.106], [0.032, 0.016, 0.007], [0.133, -0.017, -0.036], [0.085, -0.047, -0.204], [-0.230, 0.148, 0.427], [0.173, 0.189, -0.493], [-0.033, -0.065, 0.549], [0.254, -0.144, -0.296], [-0.179, -0.012, -0.013], [-0.156, -0.108, -0.087], [-0.020, -0.070, -0.015], [-0.011, 0.088, 0.090], [-0.007, 0.144, -0.106], [-0.043, 0.046, 0.038], [0.036, -0.046, -0.016], [0.068, -0.063, 0.185], [0.119, 0.074, -0.049], [-0.025, -0.003, 0.000], [-0.093, -0.089, 0.030], [0.104, -0.094, 0.123], [-0.273, 0.223, -0.320], [-0.001, -0.285, 0.485], [-0.111, 0.067, -0.563], [0.346, -0.202, 0.315], [-0.071, 0.127, -0.117], [0.053, 0.186, 0.087], [0.075, 0.040, 0.005], [-0.121, -0.023, -0.079], [-0.106, -0.081, 0.129], [-0.053, 0.022, -0.005], [0.048, -0.020, 0.009], [0.053, -0.029, -0.199], [0.020, -0.107, 0.069], [-0.007, 0.037, 0.024], [0.068, 0.145, 0.006]],
  "mulliken_charge": [-0.5396, -0.2143, -0.2724, 0.7565, 0.0018, 0.0281, -0.4742, -0.4971, -0.6565, 0.3947, -0.5059, -0.0214, -1.5128, 1.0236, -0.4657, -0.4919, -0.5784, 0.2780, 0.4127, -0.1073, 0.0616, 0.6764, -0.0841, -0.6987, -0.4835, -0.6435, -0.0275, 0.2517, 0.2392, 0.1306, 0.2927, -0.0753, 0.2891, -0.1342, 0.2890, 0.2695, 0.2653, 0.2060, 0.0336, 0.3361, -0.1401, 0.4056, 0.3823, 0.3236, 0.3353, -0.2560, 0.0788, 0.3254, -0.3640, 0.2226, 0.3348, 0.2866, 0.3097, 0.0297, -0.9982, -0.1808, -0.5794, -0.0624, -0.4240, -0.3409, 0.2753, 0.3848, 0.3625, 0.3955, 0.1933, 0.3542, 0.0166, -0.0490, 0.2609, 0.3465, -0.6570, -0.4570, 0.6682, -0.7009, -0.4169, -0.6118, 0.3472, 0.3006, 0.1786, -0.1144, 0.0136, 0.2628, 0.4078, 0.3471, 0.3122, 0.1238, -0.3462, -0.4279, 0.0202, -0.6791, -0.3197, -0.6845, 0.3153, 0.1210, 0.1210, -0.0250, 0.3924, 0.3501, 0.3582, 0.3257, 0.3458, 0.1405, -0.6447, -0.3749, -0.5238, -0.4738, -0.3993, -0.5593, 0.1521, 0.2905, 0.3582, 0.3161, 0.4015, 0.3890, 0.3072, 0.3494, 0.3124, 0.0906, -0.6894, -0.4076, -0.1153, -0.6764, -0.2695, -0.6797, 0.2552, 0.2869, 0.3047, 0.0301, 0.3920, 0.3862, 0.3797, 0.4067, 0.3441, 0.0689, -0.6773, -0.3658, -0.3621, -0.6249, -0.3693, -0.7153, 0.2668, 0.3312, 0.2389, 0.3303, 0.3588, 0.3681, 0.3407, 0.3248, 0.3124, 0.2422],
  "smiles": "COC[C@@](Cc1cccc(C)c1)(CP(=O)(O)O)OCCOc1ccccc1.COCCOC.COCCOC.COCCOC.COCCOC.COCCOC.COCCOC",
  "charge": 0,
  "gap_ev": 8.25,
  "fmax_ev_per_a": 5.7,
  "lumo_ev": 0.11,
  "homo_ev": -8.14
}